Computed, not measured: a molecular structure, C14H26N2O8Ti, with ωB97M-V with the def2-TZVPD basis set.

Values from the calculation:
Kohn-Sham gap (alpha / beta) ... 0.1283 / 0.2583 Ha
HOMO (alpha / beta) ... -1.28 / -4.83 eV
2S+1 ... 4
Expectation value of S² ... 3.76
E ... -2110.03618 a.u.
Total charge ... -1

CARTESIAN COORDINATES (ANGSTROEM)
1 Ti -0.026 -0.302 0.182
2 C 1.392 -3.599 -2.565
3 C 0.997 -3.683 -1.080
4 O 0.824 -4.802 -0.590
5 O 0.764 -2.571 -0.500
6 H 1.670 -4.585 -2.933
7 H 2.202 -2.894 -2.737
8 H 0.483 -3.283 -3.083
9 C -0.954 -0.367 4.131
10 C -0.424 -1.631 3.444
11 O 0.090 -1.443 2.279
12 O -0.771 -2.728 3.879
13 H -1.726 0.140 3.556
14 H -0.108 0.272 4.407
15 H -1.398 -0.618 5.100
16 C 3.071 -0.715 -1.874
17 C 1.807 -0.161 -2.447
18 O 0.856 0.200 -1.764
19 N 1.715 -0.131 -3.790
20 C 0.642 0.589 -4.472
21 H 3.598 0.119 -1.393
22 H 3.661 -1.278 -2.589
23 H 2.854 -1.345 -1.007
24 H 2.543 -0.202 -4.354
25 H 0.888 0.642 -5.530
26 H 0.603 1.606 -4.078
27 H -0.318 0.099 -4.333
28 C 2.369 3.125 0.460
29 C 2.154 1.916 1.334
30 O 1.831 0.830 0.861
31 N 2.450 2.027 2.638
32 C 2.504 0.879 3.523
33 H 3.096 3.838 0.842
34 H 1.421 3.644 0.293
35 H 2.661 2.755 -0.521
36 H 2.537 2.962 2.993
37 H 3.476 0.382 3.489
38 H 1.804 0.117 3.166
39 H 2.245 1.186 4.531
40 O -1.763 0.920 -0.026
41 C -3.053 0.898 0.121
42 O -3.636 0.467 1.319
43 C -5.047 0.560 1.207
44 C -5.318 0.506 -0.294
45 C -4.076 1.084 -0.968
46 H -5.370 1.516 1.644
47 H -5.536 -0.227 1.779
48 H -6.219 1.070 -0.567
49 H -5.498 -0.519 -0.620
50 H -4.015 2.174 -1.129
51 H -3.954 0.563 -1.933